1.
DFT (ωB97M-V/def2-TZVPD) results for 3 unconnected molecules or ions with the total composition C15H24F2N4O7 in a non-equilibrium geometry.

LUMO energy = -0.28 eV
Kohn-Sham gap = 9.428 eV
Total energy = -1531.36825 a.u.
F_max = 3.1 eV/A
Structure (SMILES) = [H]/N=C(\N)NCCCC[C@H]1CCNC1=O.O=C1OC[C@@H](F)O1.O=C1OC[C@@H](F)O1
Energy above the lowest of the compared OMol25 structures with the same formula, charge and spin = 0.00 kJ/mol
HOMO level = -9.710 eV

The geometry in ORCA input format:
```
! wB97M-V def2-TZVPD RIJCOSX def2/J DEFGRID3
* xyz 0 1
F 0.575 3.574 -6.544
F -1.911 0.358 5.208
O -1.183 3.165 -3.628
O 0.155 -4.361 0.665
O -4.125 0.754 5.246
O -6.108 1.646 4.631
O -4.365 1.662 3.197
O 0.712 4.135 -4.371
O 0.027 4.480 -2.246
N 0.669 -4.307 -1.646
N 0.192 2.758 0.621
N -1.087 1.675 -1.080
N -0.357 0.383 0.941
C -4.973 1.381 4.383
C 1.947 -0.170 1.993
C 0.374 3.113 -5.285
C 2.025 -2.841 -0.279
C 0.448 0.407 2.189
C -3.039 0.310 4.457
C -1.081 2.887 -5.019
C 1.732 -3.689 -2.522
C -0.135 3.976 -3.314
C 2.834 -2.516 1.051
C 0.852 -3.911 -0.253
C -0.363 1.654 0.233
C -2.993 1.313 3.348
C 1.968 -1.779 2.173
C 2.913 -3.469 -1.443
H -0.779 0.807 -1.552
H 2.593 0.285 2.817
H -2.419 2.206 3.610
H 3.678 -1.793 0.766
H -2.590 0.895 2.424
H 0.007 3.478 -0.101
H 1.006 2.238 -5.108
H 1.926 -4.507 -3.293
H -1.723 3.575 -5.575
H 1.497 -1.867 -0.527
H 0.461 1.395 2.735
H 0.070 -0.302 0.302
H 3.292 -3.492 1.422
H -1.391 1.864 -5.238
H 1.493 -2.658 -2.955
H 2.471 -2.003 3.168
H -0.290 -4.182 -1.987
H 2.365 0.103 0.974
H -0.052 -0.338 2.905
H 3.545 -2.571 -1.771
H 3.535 -4.381 -1.190
H -3.219 -0.718 4.128
H -2.090 1.596 -0.866
H 0.913 -2.218 2.202
*
```

Atomic partial charges in e from the Mulliken method, atoms 1 to 4: atom 1 (F): -0.2872, atom 2 (F): -0.2891, atom 3 (O): -0.2925, atom 4 (O): -0.5920

=====

2.
DFT (ωB97M-V/def2-TZVPD) results for a molecular structure, C15H24F5N2O5PS5SbSe4W in a non-equilibrium geometry.

LUMO energy (alpha / beta) = -3.03 / -3.00 eV
Kohn-Sham gap (alpha / beta) = 4.592 / 4.779 eV
Total energy = -13816.39264 a.u.
F_max = 5.2 eV/A
Energy above the lowest of the compared OMol25 structures with the same formula, charge and spin = 537.97 kJ/mol
Expectation value of S² = 0.8082
HOMO level (alpha / beta) = -7.617 / -7.783 eV

The geometry in ORCA input format:
```
! wB97M-V def2-TZVPD RIJCOSX def2/J DEFGRID3
* xyz 0 2
W 0.215 -0.262 -0.083
Sb -1.271 1.605 -2.789
Se -1.274 -3.513 2.772
Se 0.114 -4.931 -0.236
Se 0.107 -2.747 -0.589
Se -0.791 -1.786 1.471
S 0.659 1.724 -1.217
S 2.019 -0.961 -1.473
S -1.709 -0.436 -1.366
S -2.678 3.037 -1.732
S 2.642 1.333 -3.958
P 3.351 0.266 -2.501
F 3.951 -0.027 1.306
F 3.110 -0.553 3.226
F 3.503 1.509 2.756
F 1.505 1.878 1.466
F 0.805 0.301 2.754
O -4.758 1.814 4.479
O 4.384 -0.774 -3.097
O 4.082 1.048 -1.306
O 2.219 -2.243 1.468
O -1.168 -0.645 4.726
N -1.390 1.348 1.291
N -2.908 0.861 5.354
C 5.332 -1.731 -2.545
C -1.242 2.656 1.067
C -2.776 1.948 3.168
C -3.586 1.524 4.368
C 4.881 -2.387 -1.251
C 6.674 -1.048 -2.354
C 3.854 3.394 -0.725
C -2.631 3.301 2.890
C 1.645 0.493 1.633
C -1.506 0.527 5.410
C 4.675 2.373 -1.485
C -2.201 1.020 2.310
C 6.105 2.324 -0.980
C 3.063 0.360 2.249
C -1.865 3.649 1.801
H 4.667 2.611 -2.550
H -0.924 1.326 4.953
H -2.410 -0.028 2.477
H 7.440 -1.801 -2.170
H 2.034 -2.838 2.205
H -3.109 4.041 3.518
H 3.131 -2.438 1.221
H 4.237 4.396 -0.920
H 4.736 -1.620 -0.488
H 3.964 -2.955 -1.391
H -1.547 -1.418 5.157
H -1.228 0.456 6.464
H -0.587 2.950 0.264
H 6.628 -0.377 -1.496
H -3.496 0.550 6.113
H 6.527 3.329 -1.010
H -1.718 4.679 1.510
H 5.395 -2.478 -3.338
H 6.129 1.966 0.051
H 5.659 -3.074 -0.914
H 6.722 1.678 -1.602
H 6.950 -0.481 -3.242
H 2.818 3.363 -1.047
H 3.892 3.195 0.347
*
```

Atomic partial charges in e from the Mulliken method, atoms 1 to 4: atom 1 (W): 1.1601, atom 2 (Sb): 0.4687, atom 3 (Se): -0.3524, atom 4 (Se): -0.2156

=====

3.
DFT (ωB97M-V/def2-TZVPD) results for a molecular structure, C15H24F5NO4STeZn.

LUMO energy = 4.42 eV
Kohn-Sham gap = 6.995 eV
Total energy = -3886.66202 a.u.
F_max = 0.5 eV/A
Energy above the lowest of the compared OMol25 structures with the same formula, charge and spin = 9.49 kJ/mol
HOMO level = -2.573 eV

The geometry in ORCA input format:
```
! wB97M-V def2-TZVPD RIJCOSX def2/J DEFGRID3
* xyz -2 1
Te -2.793 1.656 -1.807
Zn 1.607 0.704 -0.947
S -1.049 0.758 1.131
F 2.715 0.759 -2.493
F -2.490 0.176 -3.077
F -4.372 0.694 -1.408
F -3.547 2.895 -0.410
F -4.060 2.434 -3.191
O -0.361 -0.661 0.819
O -1.996 0.515 -0.440
O 3.279 3.919 0.866
O 1.820 2.484 -0.051
N 3.707 0.509 0.146
C 4.127 1.896 -0.062
C -0.183 0.717 2.814
C 1.711 -2.459 -1.701
C 1.923 -2.383 0.788
C -2.598 0.378 1.933
C -2.910 -0.930 2.269
C -5.014 -0.188 3.202
C 0.354 -0.816 -0.465
C 0.959 -2.224 -0.390
C -4.677 1.115 2.854
C -6.348 -0.501 3.828
C 2.987 2.865 0.300
C -0.152 -3.277 -0.263
C -3.480 1.406 2.215
C -4.114 -1.204 2.898
H 2.295 -3.412 0.843
H 5.023 2.181 0.494
H 1.426 -2.142 1.729
H -3.264 2.412 1.882
H 2.136 -3.468 -1.725
H -0.571 1.558 3.396
H -7.107 -0.679 3.062
H -6.698 0.325 4.451
H -0.796 -3.256 -1.144
H -0.425 -0.848 -1.233
H -2.216 -1.720 2.017
H 2.512 -1.729 -1.840
H 0.270 -4.283 -0.164
H 1.034 -2.353 -2.553
H 4.303 2.013 -1.133
H -5.377 1.920 3.055
H 4.265 -0.145 -0.386
H 3.719 0.255 1.125
H -0.773 -3.078 0.611
H -6.293 -1.395 4.452
H -0.340 -0.216 3.360
H -4.363 -2.230 3.149
H 0.881 0.868 2.627
H 2.779 -1.718 0.673
*
```

Atomic partial charges in e from the Mulliken method, atoms 1 to 4: atom 1 (Te): 1.2390, atom 2 (Zn): 0.1582, atom 3 (S): -0.2422, atom 4 (F): -0.8459

=====

4.
DFT (ωB97M-V/def2-TZVPD) results for a molecular structure, C15H24F6NO7PSSc in a non-equilibrium geometry.

LUMO energy (alpha / beta) = -6.30 / -11.64 eV
Kohn-Sham gap (alpha / beta) = 8.655 / 3.308 eV
Total energy = -3266.52415 a.u.
F_max = 2.0 eV/A
Energy above the lowest of the compared OMol25 structures with the same formula, charge and spin = 27.50 kJ/mol
Expectation value of S² = 0.7545
HOMO level (alpha / beta) = -14.953 / -14.953 eV

The geometry in ORCA input format:
```
! wB97M-V def2-TZVPD RIJCOSX def2/J DEFGRID3
* xyz 2 2
Sc 0.138 -0.065 -0.576
S -2.726 0.931 0.612
P -0.915 1.885 -2.484
F -1.470 0.317 -1.893
F -1.185 1.418 -3.926
F -0.572 2.098 -0.799
F -2.361 2.413 -2.183
F -0.262 3.244 -2.806
F 0.564 1.096 -2.431
O -1.395 0.288 0.842
O -3.084 -5.829 -2.484
O 1.885 1.167 0.062
O -2.212 -7.136 -3.976
O -0.739 -1.932 -0.870
O 1.222 -1.410 -1.655
O 1.126 -1.182 1.101
N -2.189 -6.189 -3.227
C 0.246 -2.229 -1.628
C 1.291 -4.982 -3.965
C 2.225 2.545 -0.217
C -3.864 -0.367 0.001
C 0.905 -2.545 1.514
C -0.918 -4.233 -2.435
C -3.770 -1.637 0.833
C 2.520 -0.834 1.189
C -4.402 2.528 2.141
C -0.945 -5.366 -3.216
C 0.138 -5.758 -3.984
C 2.618 0.668 1.195
C 1.341 -3.829 -3.201
C -3.329 1.463 2.267
C 0.237 -3.458 -2.436
H 3.052 -1.248 0.329
H -3.682 0.542 2.736
H 1.509 -3.224 0.911
H 2.145 -5.280 -4.556
H 2.943 -1.231 2.112
H -5.263 2.192 1.563
H 0.076 -6.653 -4.586
H -4.224 -1.529 1.816
H -4.763 2.777 3.140
H -4.315 -2.415 0.297
H -3.564 -0.536 -1.035
H -1.769 -3.950 -1.836
H -4.849 0.106 0.014
H 1.821 2.809 -1.187
H -2.433 1.821 2.775
H -2.738 -1.967 0.935
H -4.011 3.444 1.700
H 1.173 -2.649 2.565
H 2.225 -3.204 -3.192
H -0.146 -2.772 1.377
H 3.666 0.959 1.116
H 3.308 2.649 -0.243
H 1.812 3.197 0.553
H 2.197 1.087 2.112
*
```

Atomic partial charges in e from the Mulliken method, atoms 1 to 4: atom 1 (Sc): 0.2609, atom 2 (S): 0.7397, atom 3 (P): 1.5823, atom 4 (F): -0.4580